Entry 1:
{
  "formula": "C4H6N2",
  "method": "ωB97M-V with the def2-TZVPD basis set",
  "total_energy_ha": -265.40524,
  "lumo_ev": [0.73, 0.73],
  "homo_ha": [-0.30448, -0.30446],
  "relative_energy_kj_mol": 342.2,
  "homo_lumo_gap_ev": [9.02, 9.02],
  "symbols": ["N", "C", "C", "C", "C", "N", "H", "H", "H", "H", "H", "H"],
  "positions_angstrom": [[0.56216, 1.20282, 0.96087], [1.52819, 0.73605, 0.36059], [1.19867, -0.47098, -0.50462], [-0.20716, -1.02841, -0.43934], [-0.65405, 1.57812, 1.15488], [-0.83920, -1.27188, -1.51324], [1.42332, -0.20985, -1.54728], [1.88483, -1.27601, -0.22077], [-0.58894, -1.28950, 0.55907], [-1.12545, 2.29667, 0.49008], [-1.10677, 1.44100, 2.12565], [-1.71820, -1.75663, -1.31881]],
  "forces_ev_per_a": [[-1.301, -0.758, -1.028], [-0.253, 0.363, 0.307], [0.021, -0.151, -0.019], [0.181, -0.153, -0.201], [0.881, 0.879, 0.644], [0.083, -0.032, 0.384], [0.042, -0.035, 0.257], [0.055, 0.062, -0.105], [0.046, 0.048, -0.204], [0.196, -0.178, -0.145], [0.015, -0.222, 0.104], [0.033, 0.177, 0.006]],
  "mulliken_charge": [0.00, -0.37, -0.26, -0.11, -0.43, -0.61, 0.26, 0.30, 0.40, 0.27, 0.27, 0.26]
}

***

Entry 2:
{
  "formula": "C9H13FN6O3",
  "method": "ωB97M-V with the def2-TZVPD basis set",
  "total_energy_ha": -1004.89072,
  "lumo_ev": 0.51,
  "homo_ha": -0.35859,
  "smiles": "CNC[C@@H](C#N)[C@@H](C#N)C(=O)NC(=O)F.NC(N)=O",
  "homo_lumo_gap_ev": 10.27,
  "symbols": ["C", "N", "C", "C", "C", "N", "C", "C", "N", "C", "O", "N", "C", "O", "F", "H", "H", "H", "H", "H", "H", "H", "H", "H", "N", "C", "N", "O", "H", "H", "H", "H"],
  "positions_angstrom": [[0.40709, -1.93692, -0.28848], [-0.80353, -1.46441, 0.44061], [-0.87569, -2.01541, 1.80970], [-1.34564, -0.85194, 2.74141], [-1.30903, -1.38947, 4.17647], [-1.39898, -1.86035, 5.19086], [-0.38438, 0.37187, 2.68957], [1.06697, -0.08613, 2.60571], [2.12479, -0.45724, 2.48618], [-0.74463, 1.34204, 1.50939], [-1.81293, 1.84063, 1.52590], [0.27214, 1.56493, 0.54922], [-0.14041, 2.40804, -0.52766], [-1.09514, 2.32408, -1.16669], [0.74651, 3.39188, -0.84232], [0.68725, -2.96263, 0.03649], [0.13722, -1.89363, -1.36077], [1.26066, -1.23534, -0.15894], [-1.63080, -1.75213, -0.06993], [-1.67361, -2.79401, 1.80743], [0.08262, -2.44588, 2.14989], [-2.38412, -0.58288, 2.48446], [-0.52243, 0.93990, 3.62990], [0.63834, 0.69558, 0.15319], [2.18839, 0.67904, -3.93572], [0.86134, 0.71953, -3.62690], [0.18447, 1.78411, -4.13468], [0.31998, -0.13616, -2.94320], [2.65217, 1.37055, -4.49401], [2.71921, -0.09399, -3.57661], [-0.79621, 1.84662, -3.92406], [0.60827, 2.49788, -4.69662]],
  "forces_ev_per_a": [[-0.675, 0.299, -0.529], [1.100, -0.465, 0.399], [-1.295, 0.464, -0.484], [0.931, -1.242, 1.412], [-0.540, 1.873, -4.718], [-0.025, -1.398, 3.263], [1.159, -0.065, -0.532], [-4.049, 1.267, 0.481], [2.524, -0.855, -0.247], [1.314, -1.666, 0.473], [-1.174, 1.097, -0.079], [-0.399, 0.563, -0.230], [1.736, 0.466, 0.413], [-2.339, -0.362, -1.201], [0.227, -0.686, 0.860], [0.049, 0.584, -0.373], [0.467, -0.258, 0.527], [-0.411, -0.604, 0.157], [0.204, 0.135, 0.011], [0.702, 0.261, 0.474], [-0.461, 0.280, -0.206], [0.553, 0.207, 0.233], [0.181, -0.083, -0.611], [0.176, 0.130, 0.409], [0.274, -0.181, 0.070], [-0.045, 0.145, -0.133], [-0.273, 0.050, -0.063], [0.065, -0.017, 0.140], [-0.045, 0.000, 0.021], [-0.028, 0.051, -0.040], [0.073, 0.039, 0.061], [0.022, -0.029, 0.041]],
  "mulliken_charge": [-0.85, -0.15, -1.03, 0.02, -0.06, -0.47, 0.43, -0.22, -0.46, 0.20, -0.50, -0.09, 0.44, -0.37, -0.28, 0.32, 0.34, 0.23, 0.27, 0.38, 0.46, 0.53, 0.69, 0.16, -0.42, 0.67, -0.38, -0.63, 0.15, 0.21, 0.23, 0.16]
}

***

Entry 3:
{
  "formula": "C17H10BF4N4O2RuS2",
  "method": "ωB97M-V with the def2-TZVPD basis set",
  "spin_multiplicity": 6,
  "total_energy_ha": -2339.05560,
  "lumo_ev": [-1.15, -3.56],
  "homo_ha": [-0.28257, -0.35526],
  "relative_energy_kj_mol": 0.0,
  "homo_lumo_gap_ev": [6.54, 6.11],
  "symbols": ["Ru", "O", "C", "O", "C", "C", "C", "C", "C", "C", "N", "C", "C", "C", "C", "C", "C", "N", "H", "H", "H", "H", "H", "H", "H", "H", "H", "H", "S", "C", "C", "N", "C", "S", "C", "N", "F", "B", "F", "F", "F"],
  "positions_angstrom": [[-0.11811, -0.14099, 0.03221], [-3.88458, -7.23536, 1.36249], [-3.00706, -6.66574, 0.50962], [-2.54079, -7.31287, -0.38388], [-2.64609, -5.23073, 0.73833], [-1.70692, -4.66549, -0.11837], [-1.31666, -3.35121, 0.02205], [-1.84507, -2.53139, 1.02574], [-2.79414, -3.10571, 1.88500], [-3.17933, -4.42522, 1.73728], [-1.41873, -1.19702, 1.14005], [-1.92847, -0.42306, 2.15312], [-1.51639, 0.90381, 2.29346], [-1.96389, 1.79277, 3.29068], [-1.47252, 3.07362, 3.31088], [-0.53852, 3.48502, 2.35015], [-0.13010, 2.58076, 1.39431], [-0.60447, 1.33035, 1.36770], [-4.16678, -6.61504, 2.04221], [-1.28450, -5.28088, -0.90095], [-0.58424, -2.95422, -0.65833], [-3.25789, -2.54936, 2.68390], [-3.92002, -4.79558, 2.43714], [-2.64311, -0.82221, 2.85301], [-2.68436, 1.45372, 4.02159], [-1.80652, 3.76777, 4.07033], [-0.13734, 4.48678, 2.34559], [0.58734, 2.83264, 0.62473], [1.71501, -1.75132, -0.21572], [1.57057, -2.13134, -1.85709], [2.60155, -2.96124, -2.39947], [3.42563, -3.64475, -2.81624], [0.52574, -1.72686, -2.69509], [-0.80255, -0.78693, -2.22774], [0.53368, -2.16154, -4.05760], [0.51533, -2.51569, -5.15046], [1.07239, 1.24529, -0.86469], [2.28337, 1.43195, -1.95939], [1.70898, 1.01127, -3.11866], [2.52629, 2.75955, -1.86181], [3.26413, 0.61555, -1.48232]],
  "forces_ev_per_a": [[0.126, -0.027, -0.209], [-0.050, -0.038, 0.015], [0.099, 0.011, -0.004], [-0.042, 0.008, 0.006], [-0.017, 0.026, 0.001], [-0.009, -0.006, 0.009], [-0.022, 0.048, 0.044], [-0.007, -0.207, -0.070], [0.023, 0.082, 0.005], [0.004, -0.052, -0.032], [-0.029, 0.014, 0.054], [-0.002, 0.008, 0.013], [-0.008, 0.033, 0.025], [0.010, -0.018, -0.026], [0.008, -0.005, -0.011], [0.005, -0.016, -0.014], [0.012, 0.069, 0.018], [-0.022, 0.051, 0.053], [0.008, 0.011, -0.006], [-0.004, -0.008, -0.001], [-0.015, 0.006, 0.005], [0.008, 0.010, -0.016], [-0.004, -0.002, -0.003], [0.011, -0.003, -0.004], [-0.002, -0.009, -0.003], [-0.003, -0.002, 0.003], [0.006, -0.001, -0.007], [-0.005, 0.007, 0.005], [0.027, -0.067, -0.040], [-0.152, 0.165, 0.108], [0.097, -0.105, -0.046], [0.006, 0.010, 0.010], [-0.066, 0.085, 0.243], [0.033, -0.105, -0.067], [-0.015, -0.039, -0.141], [-0.005, 0.009, 0.009], [0.047, 0.047, 0.066], [0.000, -0.050, 0.039], [-0.004, -0.006, -0.041], [-0.005, 0.040, -0.002], [-0.041, 0.027, 0.011]],
  "mulliken_charge": [0.72, -0.49, 0.58, -0.55, 0.86, -0.92, 0.42, 1.36, -1.41, -1.23, 0.10, 0.02, 0.39, -0.95, -0.08, -0.92, -0.15, -0.17, 0.27, 0.48, 0.06, 0.16, 0.19, 0.27, 0.42, 0.43, 0.42, 0.58, -0.15, 1.01, -0.44, -0.38, 0.89, -0.16, -0.39, -0.39, -0.16, 0.24, -0.28, -0.31, -0.33]
}

***

Entry 4:
{
  "formula": "C12H16IrN2S5",
  "method": "ωB97M-V with the def2-TZVPD basis set",
  "total_energy_ha": -2671.44730,
  "lumo_ev": -3.54,
  "homo_ha": -0.37439,
  "relative_energy_kj_mol": 216.0,
  "homo_lumo_gap_ev": 6.64,
  "total_charge": 1,
  "symbols": ["Ir", "C", "C", "S", "C", "C", "S", "C", "C", "S", "H", "H", "H", "H", "H", "H", "H", "H", "H", "H", "H", "H", "S", "C", "C", "C", "C", "C", "N", "H", "H", "H", "H", "S", "C", "N"],
  "positions_angstrom": [[-0.58005, -0.06189, 0.62876], [2.31070, 1.46115, 0.00110], [1.48524, 2.66981, 0.36610], [-0.03506, 2.21734, 1.26688], [-1.27266, 3.23534, 0.43928], [-1.42948, 2.90965, -1.02721], [-1.75877, 1.13684, -1.24837], [-0.66167, 0.70150, -2.61646], [0.79488, 1.00831, -2.35056], [1.35652, 0.17418, -0.83832], [3.16682, 1.74531, -0.61311], [2.69016, 0.96057, 0.89275], [2.06524, 3.30641, 1.03379], [1.20956, 3.26737, -0.50030], [-2.19097, 3.01158, 0.98355], [-1.04221, 4.29051, 0.59434], [-2.29587, 3.45141, -1.40756], [-0.57401, 3.20273, -1.63108], [-0.82248, -0.37106, -2.73324], [-0.99656, 1.18484, -3.53596], [1.39541, 0.62288, -3.17505], [1.00272, 2.07266, -2.26688], [0.01524, -0.57378, 2.81185], [0.34418, -2.11121, 2.07844], [0.67027, -3.34356, 2.63966], [0.81911, -4.41188, 1.78427], [0.64310, -4.24650, 0.40284], [0.30966, -3.00999, -0.08264], [0.17868, -1.96333, 0.75349], [0.77765, -3.44123, 3.71069], [1.06376, -5.38854, 2.18138], [0.75729, -5.07544, -0.27997], [0.15986, -2.82054, -1.13667], [-4.10484, -3.05982, 1.09629], [-3.09974, -1.82741, 0.95703], [-2.35170, -0.92419, 0.82091]],
  "forces_ev_per_a": [[1.628, 2.223, -2.364], [0.253, -0.015, -0.185], [-0.003, 0.072, 0.044], [-0.772, -0.317, 0.410], [0.070, 0.250, 0.095], [-0.167, 0.047, -0.035], [-0.019, -0.923, 0.118], [-0.095, 0.205, -0.261], [0.022, -0.075, -0.081], [-0.011, -0.034, 1.016], [-0.021, 0.008, -0.006], [-0.007, -0.017, -0.002], [-0.054, 0.044, 0.018], [0.032, -0.023, -0.037], [-0.002, 0.024, 0.019], [0.018, -0.008, -0.046], [-0.010, -0.075, -0.092], [0.036, 0.032, 0.072], [0.003, 0.008, -0.046], [0.010, 0.037, 0.027], [0.072, -0.005, 0.054], [-0.074, 0.012, -0.028], [0.260, -0.513, 0.273], [0.068, -0.155, 0.119], [-0.003, 0.061, -0.059], [-0.018, -0.019, -0.111], [0.100, -0.088, 0.093], [-0.015, 0.133, 0.093], [-0.714, -0.948, 0.032], [-0.002, 0.004, -0.021], [-0.004, 0.015, -0.019], [-0.001, -0.006, 0.026], [-0.099, -0.001, 0.026], [-0.024, 0.065, -0.013], [0.322, -0.021, 0.074], [-0.778, 0.002, 0.798]],
  "mulliken_charge": [0.78, -0.85, -0.68, -0.05, -0.84, -0.65, 0.01, -0.81, -0.65, -0.06, 0.48, 0.42, 0.53, 0.39, 0.44, 0.47, 0.50, 0.37, 0.34, 0.48, 0.53, 0.43, -0.33, 0.57, -0.77, -0.15, -0.85, -0.03, -0.26, 0.44, 0.41, 0.41, 0.42, -0.39, 0.59, -0.66]
}

***

Entry 5:
{
  "formula": "C13H48O13",
  "method": "ωB97M-V with the def2-TZVPD basis set",
  "total_energy_ha": -1502.00846,
  "lumo_ev": 0.39,
  "homo_ha": -0.36786,
  "relative_energy_kj_mol": 65.7,
  "smiles": "OCCO.OCCO.CO.CO.CO.CO.CO.CO.CO.CO.CO",
  "homo_lumo_gap_ev": 10.40,
  "symbols": ["O", "C", "C", "O", "H", "H", "H", "H", "H", "H", "O", "C", "C", "O", "H", "H", "H", "H", "H", "H", "C", "O", "H", "H", "H", "H", "C", "O", "H", "H", "H", "H", "C", "O", "H", "H", "H", "H", "C", "O", "H", "H", "H", "H", "C", "O", "H", "H", "H", "H", "C", "O", "H", "H", "H", "H", "C", "O", "H", "H", "H", "H", "C", "O", "H", "H", "H", "H", "C", "O", "H", "H", "H", "H"],
  "positions_angstrom": [[14.89518, 13.69059, 12.49869], [15.20539, 12.31523, 12.55072], [15.74776, 11.85829, 11.26585], [14.62581, 11.78031, 10.35317], [14.06482, 13.79392, 12.04694], [16.00544, 12.25618, 13.30590], [14.33077, 11.69940, 12.80977], [16.30537, 10.93797, 11.33249], [16.42717, 12.63137, 10.89601], [14.90833, 11.70480, 9.44875], [12.78984, 12.08818, 7.17350], [13.25064, 13.35806, 6.85395], [14.73302, 13.22853, 6.56898], [14.91976, 12.29167, 5.49634], [12.00614, 12.14699, 7.67276], [12.68037, 13.72223, 5.98811], [13.02181, 14.07332, 7.61836], [15.27770, 12.94480, 7.48678], [15.19770, 14.15179, 6.34588], [14.33029, 11.57239, 5.73418], [7.91688, 6.00920, 14.68096], [7.59201, 6.60293, 13.40657], [7.14108, 6.45947, 15.35465], [7.71569, 4.97645, 14.61902], [8.95320, 6.16824, 15.04165], [8.36187, 7.19823, 13.17122], [11.28032, 5.38320, 9.90738], [10.23510, 6.36772, 10.00274], [11.87262, 5.37516, 10.78384], [11.01872, 4.37988, 9.65434], [12.00948, 5.77042, 9.14262], [9.36919, 5.96945, 10.25196], [6.26669, 5.89977, 10.32461], [7.53585, 5.39896, 10.67790], [5.81484, 5.36747, 9.50001], [5.59231, 5.82645, 11.25812], [6.33039, 6.91466, 9.97284], [7.68702, 5.75789, 11.56748], [7.82446, 9.58353, 12.41497], [9.06002, 8.77742, 12.32166], [8.12320, 10.61506, 12.41996], [7.11271, 9.30933, 11.66552], [7.37596, 9.32863, 13.37813], [9.50771, 8.98011, 11.48115], [11.83159, 8.84461, 15.14386], [11.35412, 9.66128, 14.09081], [11.19186, 8.87023, 16.01373], [11.91128, 7.82423, 14.81192], [12.87203, 9.10540, 15.40980], [10.62855, 9.20061, 13.64247], [11.72401, 9.38264, 9.45329], [10.34842, 8.93956, 9.69191], [11.88233, 9.07391, 8.37066], [11.68478, 10.49494, 9.48153], [12.46978, 8.96285, 10.10938], [10.31191, 7.96612, 9.81558], [9.93326, 8.87087, 5.99342], [8.98308, 9.37240, 6.94653], [10.93919, 9.28209, 6.18400], [10.00938, 7.78337, 6.11072], [9.64635, 9.15676, 4.95409], [9.38522, 9.22575, 7.82542], [6.00889, 12.46042, 6.77747], [6.98117, 12.79178, 7.68260], [5.53841, 13.39059, 6.47590], [6.42360, 12.07243, 5.82705], [5.32204, 11.67220, 7.16908], [6.99093, 12.06172, 8.29578], [10.06634, 13.70038, 9.40620], [10.05377, 13.41498, 8.00568], [10.30107, 12.75645, 10.06272], [10.67353, 14.59474, 9.52741], [9.16163, 14.16608, 9.72310], [9.24555, 13.01136, 7.72794]],
  "forces_ev_per_a": [[0.012, 0.292, 0.388], [0.263, 0.190, 1.087], [-0.167, 0.538, -1.963], [-0.007, -0.214, 0.973], [-0.470, 0.068, -0.374], [-0.434, -0.331, -0.034], [0.246, 0.134, 0.246], [-0.026, -0.644, 0.070], [0.165, -0.024, 0.066], [0.309, -0.037, -0.516], [1.324, -1.454, -0.315], [-0.043, 0.809, -0.863], [-0.387, -0.900, 0.221], [0.263, 0.705, 0.714], [-1.739, 0.243, 0.772], [0.444, 0.016, -0.260], [0.210, 0.427, 0.843], [-0.296, -0.512, -0.098], [0.214, 1.083, -0.886], [-0.108, -0.354, -0.135], [-1.242, 1.689, 0.355], [2.166, 0.537, -0.351], [1.080, -0.499, 0.092], [-0.071, -1.331, -0.035], [-0.631, 0.155, -0.343], [-1.191, -0.550, -0.027], [1.016, 1.961, -1.336], [-0.410, -1.406, 0.173], [0.327, -0.136, 1.344], [-0.786, -0.491, -0.259], [-0.860, -0.468, 0.349], [0.445, 0.095, -0.311], [-1.286, -0.038, 1.524], [0.583, -0.030, 0.078], [0.119, -0.647, -0.027], [0.713, 0.274, -1.603], [0.007, 0.744, 0.132], [0.032, -0.215, 0.211], [1.561, -1.063, 0.999], [-1.034, 0.367, 0.231], [-0.238, 0.573, -0.218], [-0.255, 0.022, -0.744], [0.140, 0.111, -0.090], [-0.011, -0.009, -0.176], [0.662, -0.040, -0.428], [0.074, 0.086, 0.061], [-0.156, 0.172, 0.427], [-0.106, -0.738, -0.127], [-0.605, 0.374, -0.062], [0.027, 0.178, 0.024], [-1.850, 0.152, -2.316], [0.457, 0.695, 0.675], [0.607, 0.488, 1.271], [0.333, -0.874, 0.211], [0.051, -0.077, 0.340], [0.332, 0.026, -0.218], [0.099, 0.204, 0.160], [0.554, -0.028, -0.082], [-0.273, 0.031, -0.131], [-0.057, 0.041, -0.397], [-0.034, -0.288, 0.926], [-0.280, 0.091, -0.258], [-1.117, -0.703, -2.079], [1.339, 0.082, 1.410], [-0.746, -0.059, 0.170], [0.081, -0.153, 0.395], [0.117, 0.890, -0.327], [0.491, -0.128, 0.470], [0.142, -0.967, 0.036], [1.394, 0.283, 0.621], [-0.111, 1.988, -1.102], [1.158, -0.637, 0.223], [-1.439, -0.386, 0.274], [-1.094, -0.379, -0.071]],
  "mulliken_charge": [-0.55, -0.39, -0.37, -0.40, 0.31, 0.33, 0.21, 0.36, 0.28, 0.18, -0.36, -0.19, -0.37, -0.56, 0.13, 0.29, 0.28, 0.03, 0.40, 0.36, -0.65, -0.53, 0.24, 0.29, 0.25, 0.33, -0.78, -0.57, 0.32, 0.33, 0.24, 0.35, -0.62, -0.57, 0.30, 0.23, 0.24, 0.40, -0.75, -0.41, 0.35, 0.25, 0.28, 0.31, -0.65, -0.43, 0.26, 0.29, 0.25, 0.35, -0.51, -0.52, 0.21, -0.05, 0.41, 0.52, -0.50, -0.49, 0.15, 0.25, 0.26, 0.34, -0.64, -0.43, 0.24, 0.24, 0.27, 0.28, -0.59, -0.42, 0.15, 0.26, 0.38, 0.27]
}